[1]
This record from OMol25 describes a cluster of 2 separate species, CH5FP2 in total in a non-equilibrium geometry. The level of theory is ωB97M-V/def2-TZVPD.

```
9
Properties=species:S:1:pos:R:3
C 0.177 0.537 0.130
F 0.034 1.851 -0.046
P 1.895 -0.003 -0.038
P -1.318 -0.570 0.041
H -0.440 -0.477 -1.957
H 1.403 -1.296 -0.264
H 2.019 -0.205 1.380
H -2.004 0.365 -0.643
H -1.767 -0.201 1.396
```

Results
Energy (eV): -22407.2260
ΔE to the lowest compared entry with this formula, charge and spin (eV): 5.684
LUMO (alpha / beta) (eV): -1.249 / -0.252
Kohn-Sham gap (alpha / beta) (eV): 6.9 / 9.1
Largest force on an atom (eV/Å): 2.30
Spin multiplicity: 1
HOMO (alpha / beta) (eV): -8.099 / -9.321

[2]
This record from OMol25 describes a structure of composition C4H6O7RbS in a non-equilibrium geometry. The level of theory is ωB97M-V/def2-TZVPD.

```
19
Properties=species:S:1:pos:R:3
Rb -3.466 1.098 0.061
S -2.245 -2.037 0.951
O -2.523 -0.910 1.844
O -2.420 -1.533 -0.429
O -0.928 -2.588 1.146
O -3.294 -3.021 1.155
C 2.617 0.550 0.456
C 1.285 0.200 -0.255
C 0.033 0.992 0.114
O -0.554 1.208 -1.155
C 0.310 0.964 -2.143
O 0.185 1.344 -3.327
O 1.358 0.413 -1.637
H 2.458 0.603 1.534
H 3.191 1.415 0.125
H 3.353 -0.237 0.298
H 1.044 -0.851 -0.099
H 0.279 1.926 0.619
H -0.686 0.463 0.739
```

Results
Energy (eV): -30067.1827
LUMO (alpha / beta) (eV): -0.884 / -3.180
⟨S²⟩: 0.7600
Kohn-Sham gap (alpha / beta) (eV): 9.1 / 6.5
Largest force on an atom (eV/Å): 4.81
Spin multiplicity: 2
HOMO (alpha / beta) (eV): -9.939 / -9.671